No. 1
C4H10O2 | ωB97M-V/def2-TZVPD

- ΔE to the lowest compared entry with this formula, charge and spin (eV) = 4.255
- F_max (eV Å⁻¹) = 0.39
- DFT total energy (eV) = -8401.292
- orbital gap (spin up / spin down) (eV) = 8.45 / 8.45

Structure (XYZ):
```
16
Properties=species:S:1:pos:R:3:forces:R:3:mulliken_charge:R:1
C 1.832 1.256 0.191 0.2 0.1 -0.1 -0.627
O 0.809 0.565 0.878 -0.2 0.0 0.0 -0.500
C -0.531 -0.496 -0.505 0.0 -0.3 0.0 0.151
C -0.160 -1.760 0.175 0.1 0.1 0.0 -1.161
C -1.833 0.177 -0.341 0.1 -0.3 0.0 -0.236
O -1.288 1.402 -0.032 -0.1 0.3 0.2 -0.756
H 2.674 0.574 0.027 -0.1 0.1 0.0 0.255
H 1.478 1.636 -0.779 0.0 0.0 0.2 0.286
H 2.185 2.109 0.785 0.0 -0.1 -0.1 0.262
H 0.061 -0.152 -1.347 -0.1 0.0 0.1 0.404
H 0.907 -1.980 0.126 -0.2 0.0 0.0 0.290
H -0.722 -2.551 -0.348 0.0 0.1 0.0 0.373
H -0.482 -1.769 1.219 0.0 0.0 -0.2 0.318
H -2.437 0.166 -1.271 0.2 0.0 0.1 0.296
H -2.443 -0.294 0.454 0.1 0.1 -0.1 0.221
H -0.050 1.118 0.768 -0.1 0.0 -0.1 0.423
```
Forces are in eV/Å.

=====

No. 2
C4H10O2 | ωB97M-V/def2-TZVPD

- ΔE to the lowest compared entry with this formula, charge and spin (eV) = 2.284
- F_max (eV Å⁻¹) = 1.99
- DFT total energy (eV) = -8403.263
- SMILES string = CC(=O)[C@@H](C)O.[H][H]
- orbital gap (eV) = 10.75

Structure (XYZ):
```
16
Properties=species:S:1:pos:R:3:forces:R:3:mulliken_charge:R:1
C 0.332 1.079 -1.521 -0.1 0.1 -0.1 -1.319
C 0.778 0.064 -0.532 0.8 0.3 0.0 0.701
O 1.785 -0.596 -0.767 -0.3 0.4 -0.3 -0.611
C 0.238 -0.099 0.901 0.2 0.3 -0.2 0.207
C -1.238 0.216 1.174 0.1 -0.1 0.0 -1.198
O 0.700 -1.382 1.240 1.1 0.2 0.0 -0.648
H -0.726 1.334 -1.461 0.1 0.0 0.0 0.334
H 0.936 1.966 -1.305 -0.2 0.1 -0.1 0.352
H 0.594 0.723 -2.519 -0.1 0.1 0.1 0.351
H 0.839 0.634 1.461 -0.1 0.2 0.0 0.284
H -1.929 -0.484 0.696 0.2 0.0 0.0 0.284
H -1.482 1.230 0.826 0.2 -0.3 0.1 0.362
H -1.436 0.196 2.251 0.1 -0.1 -0.2 0.352
H 1.478 -1.416 0.537 -1.1 -0.5 1.6 0.460
H -0.320 -1.880 -0.162 -0.5 -0.3 -0.7 0.030
H -0.549 -1.585 -0.821 -0.4 -0.6 -0.2 0.060
```
Forces are in eV/Å.

=====

No. 3
C4H10O2 | ωB97M-V/def2-TZVPD

- ΔE to the lowest compared entry with this formula, charge and spin (eV) = 0.777
- F_max (eV Å⁻¹) = 0.47
- DFT total energy (eV) = -8404.770
- SMILES string = CC(C)=O.CO
- orbital gap (eV) = 10.67

Structure (XYZ):
```
16
Properties=species:S:1:pos:R:3:forces:R:3:mulliken_charge:R:1
C -0.396 0.962 -0.786 0.1 0.0 0.0 -0.979
C -1.176 0.231 0.281 0.0 -0.1 0.2 0.973
C -2.679 0.389 0.262 0.0 0.0 0.1 -1.229
O -0.629 -0.447 1.133 -0.2 0.2 -0.3 -0.634
H 0.581 0.499 -0.931 -0.2 0.1 0.0 0.226
H -0.954 1.022 -1.724 0.0 0.0 0.1 0.350
H -0.220 1.987 -0.437 -0.1 -0.1 0.0 0.282
H -3.100 0.079 1.220 0.1 0.0 -0.1 0.351
H -3.094 -0.247 -0.530 0.1 0.1 0.1 0.297
H -2.965 1.422 0.034 0.1 -0.2 0.0 0.331
C 2.682 -1.164 0.064 0.2 -0.2 -0.2 -0.580
O 2.153 -0.056 0.750 -0.2 0.0 0.2 -0.507
H 1.998 -1.545 -0.712 0.1 0.1 0.1 0.255
H 3.601 -0.835 -0.428 -0.1 -0.1 0.0 0.229
H 2.935 -1.997 0.737 -0.1 0.1 -0.1 0.263
H 1.265 -0.300 1.068 0.1 0.1 0.0 0.372
```
Forces are in eV/Å.

=====

No. 4
C4H10O2 | ωB97M-V/def2-TZVPD

- ΔE to the lowest compared entry with this formula, charge and spin (eV) = 4.166
- F_max (eV Å⁻¹) = 0.47
- DFT total energy (eV) = -8401.381
- orbital gap (eV) = 8.93

Structure (XYZ):
```
16
Properties=species:S:1:pos:R:3:forces:R:3:mulliken_charge:R:1
C -0.594 0.586 2.448 0.0 0.2 0.3 -0.635
O -0.797 -0.314 1.390 0.1 -0.1 -0.1 -0.339
C -0.462 0.245 0.146 -0.3 -0.1 -0.4 -0.521
C 0.056 -0.670 -0.806 -0.4 0.1 0.0 0.151
C -0.122 -0.425 -2.272 0.0 0.0 0.0 -1.246
O 1.826 -0.052 -0.586 0.2 -0.1 0.3 -0.692
H 0.458 0.904 2.513 -0.1 -0.1 0.0 0.296
H -1.215 1.489 2.339 0.1 -0.1 0.0 0.270
H -0.875 0.075 3.373 0.0 0.1 -0.1 0.226
H 0.952 0.558 0.018 0.2 -0.1 -0.1 0.463
H -1.162 1.006 -0.214 0.1 -0.1 0.1 0.329
H 0.211 -1.700 -0.488 0.0 0.2 0.0 0.366
H 0.656 -0.909 -2.864 -0.1 0.1 0.1 0.324
H -0.108 0.649 -2.482 0.0 -0.1 0.0 0.320
H -1.099 -0.820 -2.576 0.1 0.0 0.1 0.353
H 2.275 -0.622 0.061 0.0 0.1 -0.2 0.335
```
Forces are in eV/Å.

=====

No. 5
C4H10O2 | ωB97M-V/def2-TZVPD

- ΔE to the lowest compared entry with this formula, charge and spin (eV) = 0.512
- F_max (eV Å⁻¹) = 0.30
- DFT total energy (eV) = -8405.035
- SMILES string = CC(C)(O)CO
- orbital gap (eV) = 10.73

Structure (XYZ):
```
16
Properties=species:S:1:pos:R:3:forces:R:3:mulliken_charge:R:1
C -1.388 -0.889 -0.428 0.0 0.0 0.0 -1.604
C -0.235 -0.123 0.222 -0.1 0.0 -0.3 1.726
C -0.410 1.390 0.074 0.0 0.1 0.0 -1.679
O -0.233 -0.467 1.601 0.2 0.1 0.2 -0.601
C 1.103 -0.584 -0.371 -0.2 -0.2 -0.1 -0.898
O 2.201 -0.017 0.329 0.1 0.2 -0.1 -0.543
H -1.062 -1.866 -0.800 0.0 0.1 0.1 0.365
H -2.168 -1.062 0.317 0.1 0.1 -0.1 0.400
H -1.825 -0.337 -1.264 0.1 -0.1 0.1 0.326
H -0.543 1.682 -0.975 0.0 -0.1 0.1 0.357
H -1.286 1.716 0.643 0.1 -0.1 -0.1 0.359
H 0.463 1.919 0.475 -0.2 0.0 0.0 0.399
H 0.614 -0.148 1.949 -0.1 -0.1 0.0 0.353
H 1.182 -1.668 -0.234 0.0 0.1 0.0 0.368
H 1.154 -0.366 -1.447 0.0 0.0 0.2 0.348
H 2.434 0.819 -0.091 0.0 -0.1 0.1 0.326
```
Forces are in eV/Å.

=====

No. 6
C4H10O2PS2Se3TeV | ωB97M-V/def2-TZVPD

- ΔE to the lowest compared entry with this formula, charge and spin (eV) = 0.000
- F_max (eV Å⁻¹) = 0.72
- DFT total energy (eV) = -268387.304
- charge = -2
- orbital gap (spin up / spin down) (eV) = 4.84 / 4.93

Structure (XYZ):
```
24
Properties=species:S:1:pos:R:3:forces:R:3:mulliken_charge:R:1
V 1.486 -2.510 -1.899 0.0 -0.4 -0.3 0.153
Se -0.313 -3.949 -2.290 0.3 -0.1 0.0 -0.091
Se -0.137 -6.128 -3.161 0.0 0.4 0.1 -0.690
Te 4.574 -3.846 -5.140 0.1 -0.1 0.0 -0.518
Se 3.039 -2.919 -3.408 -0.4 0.2 0.1 -0.086
C -2.569 2.332 0.877 0.0 0.0 0.0 -1.005
C -2.471 1.157 -0.081 -0.1 0.0 0.0 -0.358
O -1.215 1.154 -0.723 0.1 0.0 -0.1 -0.282
P -0.257 -0.222 -0.550 0.0 0.2 0.2 0.189
S 2.116 -2.770 0.044 -0.2 0.2 -0.4 -0.432
S 0.639 -0.289 -2.402 0.2 -0.6 0.3 -0.375
O 0.986 0.454 0.315 -0.1 0.2 0.0 -0.146
C 0.877 0.413 1.724 0.1 -0.1 0.0 -0.189
C 1.301 1.752 2.295 0.0 0.0 0.0 -1.245
H -3.566 2.383 1.323 0.0 0.0 0.0 0.383
H -2.374 3.266 0.349 0.0 0.0 0.0 0.250
H -1.835 2.234 1.679 0.0 0.0 0.0 0.174
H -3.257 1.227 -0.842 0.0 0.0 0.0 0.311
H -2.628 0.214 0.458 0.0 0.0 0.0 0.395
H 1.520 -0.392 2.097 0.0 0.0 0.0 0.258
H -0.150 0.174 2.035 0.0 0.0 0.0 0.333
H 2.331 1.969 2.008 0.0 0.0 0.0 0.351
H 1.237 1.746 3.387 0.0 0.0 0.0 0.348
H 0.667 2.549 1.905 0.0 0.0 0.0 0.273
```
Forces are in eV/Å.

=====

No. 7
C4H10O2S | ωB97M-V/def2-TZVPD

- ΔE to the lowest compared entry with this formula, charge and spin (eV) = 1.488
- F_max (eV Å⁻¹) = 2.68
- DFT total energy (eV) = -19239.503
- SMILES string = O=CCCCS.O
- orbital gap (eV) = 9.49

Structure (XYZ):
```
17
Properties=species:S:1:pos:R:3:forces:R:3:mulliken_charge:R:1
O 1.464 -1.155 1.909 0.7 0.2 1.0 -0.463
C 1.621 -0.742 0.804 -1.5 -0.3 -2.2 0.043
C 0.582 -1.075 -0.278 0.3 -0.8 -0.4 -0.612
C -0.837 -0.654 0.106 0.7 0.8 0.8 -0.600
C -0.848 0.870 0.390 -0.9 -0.5 -0.6 -0.674
S -2.564 1.428 0.664 -0.4 0.1 0.1 -0.243
H 2.433 -0.118 0.384 0.5 0.0 0.9 0.302
H 0.858 -0.739 -1.284 0.1 0.8 0.3 0.386
H 0.661 -2.155 -0.471 -0.3 -0.1 0.6 0.332
H -1.149 -1.093 1.053 0.0 -0.6 -0.2 0.339
H -1.534 -0.924 -0.677 -0.2 0.1 -0.1 0.367
H -0.405 1.122 1.345 0.7 -0.1 -0.1 0.311
H -0.377 1.372 -0.452 0.0 0.4 0.2 0.406
H -2.762 2.279 -0.344 0.2 0.0 -0.2 0.117
O 2.745 -0.291 -3.245 0.3 0.1 0.3 -0.654
H 3.544 -0.040 -2.735 -0.7 -0.7 -0.7 0.323
H 2.836 -1.190 -3.606 0.4 0.6 0.4 0.322
```
Forces are in eV/Å.

=====

No. 8
C4H10O2S | ωB97M-V/def2-TZVPD

- ΔE to the lowest compared entry with this formula, charge and spin (eV) = 1.251
- F_max (eV Å⁻¹) = 1.54
- DFT total energy (eV) = -19239.740
- SMILES string = O=CCCCS.O
- orbital gap (eV) = 10.02

Structure (XYZ):
```
17
Properties=species:S:1:pos:R:3:forces:R:3:mulliken_charge:R:1
O -1.098 0.516 1.957 -0.1 -0.1 0.4 -0.543
C -1.472 -0.219 1.071 0.3 1.5 0.1 -0.009
C -1.130 0.246 -0.329 -0.2 -0.1 -0.3 -0.574
C 0.382 0.173 -0.513 0.9 0.1 -0.1 -0.748
C 0.846 0.581 -1.907 -0.2 0.2 -0.2 -0.604
S 2.625 1.080 -1.870 -0.6 -0.5 -0.3 -0.239
H -2.013 -1.129 1.340 0.0 -0.3 -0.4 0.377
H -1.695 -0.246 -1.121 0.2 -0.4 0.0 0.390
H -1.390 1.304 -0.416 -0.2 0.0 0.3 0.302
H 0.795 -0.803 -0.240 -0.2 -0.1 -0.3 0.383
H 0.884 0.855 0.178 -0.4 0.1 0.3 0.392
H 0.624 -0.201 -2.635 0.5 -0.1 0.0 0.371
H 0.299 1.452 -2.273 -0.1 0.0 0.3 0.385
H 2.749 1.035 -3.205 0.2 0.1 0.1 0.126
O -0.455 -1.789 3.241 1.0 0.1 0.4 -0.648
H -0.435 -0.825 3.380 -0.3 -0.3 -0.2 0.332
H 0.485 -2.030 3.342 -0.7 -0.1 0.0 0.306
```
Forces are in eV/Å.

=====

No. 9
C4H10O2Si | ωB97M-V/def2-TZVPD

- ΔE to the lowest compared entry with this formula, charge and spin (eV) = 1.404
- F_max (eV Å⁻¹) = 3.91
- DFT total energy (eV) = -16283.408
- orbital gap (eV) = 9.59

Structure (XYZ):
```
17
Properties=species:S:1:pos:R:3:forces:R:3:mulliken_charge:R:1
C 0.535 0.771 -1.308 1.9 -2.6 2.1 -0.821
C -0.883 0.849 -0.774 -1.7 0.1 -3.0 -0.281
C 1.293 -0.966 -0.458 0.4 2.7 -1.0 -0.675
C -0.947 0.647 0.655 -1.1 0.4 3.7 -0.692
O 0.753 -0.846 2.619 0.0 0.1 -0.8 -0.584
O -0.530 -2.326 0.862 -0.6 1.0 -0.5 -0.548
Si 0.158 -0.812 1.048 0.5 -1.8 -0.2 0.596
H 0.509 0.671 -2.360 0.5 -0.1 -1.0 0.330
H 1.406 1.406 -0.917 -1.8 -0.4 -0.5 0.307
H -1.500 1.760 -1.171 1.3 -1.2 0.7 0.302
H -1.462 -0.037 -1.178 0.7 0.9 -0.3 0.227
H 1.284 -1.959 -1.030 -0.5 1.7 0.6 0.286
H 2.358 -0.627 -0.370 -0.9 -0.3 0.0 0.337
H -0.485 1.539 1.145 -0.5 -0.5 0.2 0.331
H -2.030 0.498 1.071 1.9 0.4 -0.7 0.282
H 0.510 -0.231 3.313 -0.1 0.1 -0.3 0.312
H -0.449 -2.952 1.561 0.0 -0.5 0.8 0.292
```
Forces are in eV/Å.

=====

No. 10
C4H10O3 | ωB97M-V/def2-TZVPD

- ΔE to the lowest compared entry with this formula, charge and spin (eV) = 1.709
- F_max (eV Å⁻¹) = 4.41
- DFT total energy (eV) = -10449.507
- charge = -1
- multiplicity = 2
- orbital gap (spin up / spin down) (eV) = 2.34 / 5.49

Structure (XYZ):
```
17
Properties=species:S:1:pos:R:3:forces:R:3:mulliken_charge:R:1
C -1.103 0.834 1.708 0.3 0.2 -3.1 -1.083
C -0.868 -0.284 0.918 -0.5 -3.1 -0.1 0.644
O -0.849 -0.306 -0.495 -0.1 -1.2 1.7 -0.569
C -0.787 -1.655 1.376 0.0 4.4 -0.3 -0.575
C -1.071 -2.721 0.618 -0.4 -3.6 -1.5 -0.767
H -1.015 1.712 1.045 0.0 0.4 1.3 0.116
H -1.124 0.757 2.767 0.0 0.3 0.5 0.343
H -0.824 0.572 -0.757 -0.2 2.7 -1.2 0.281
H -0.430 -1.517 2.357 0.5 -1.4 1.6 0.290
H -1.743 -2.760 -0.287 1.0 0.6 1.0 0.210
H -0.567 -3.696 0.804 -0.6 0.5 0.1 0.164
H -3.135 0.920 -0.921 0.2 0.1 0.4 0.372
H -2.744 2.382 -1.408 -0.2 -2.1 -0.2 0.332
O -2.787 1.411 -1.672 0.1 2.2 -0.2 -0.757
H 6.475 0.754 -2.412 -0.1 0.6 0.4 0.322
H 6.097 2.222 -1.981 0.3 -1.0 0.2 0.323
O 6.474 1.373 -1.660 -0.2 0.5 -0.6 -0.645
```
Forces are in eV/Å.

=====

No. 11
C4H10O3 | ωB97M-V/def2-TZVPD

- ΔE to the lowest compared entry with this formula, charge and spin (eV) = 0.437
- F_max (eV Å⁻¹) = 1.76
- DFT total energy (eV) = -10449.597
- charge = -2
- orbital gap (eV) = 6.70

Structure (XYZ):
```
17
Properties=species:S:1:pos:R:3:forces:R:3:mulliken_charge:R:1
C -0.349 -0.371 0.889 -1.3 0.9 0.8 -0.425
C -0.694 1.093 1.285 0.6 -0.1 -0.6 -0.550
C -1.396 1.985 0.243 -1.2 0.4 0.7 -0.367
O -2.033 3.075 0.789 0.4 -0.2 -0.1 -0.944
C 0.537 -0.589 -0.310 0.9 -0.9 -0.4 -0.377
O 1.026 -1.907 -0.304 -0.2 -0.2 0.3 -0.588
H 0.042 -0.812 1.812 0.7 -0.2 -0.3 0.249
H -1.325 -0.886 0.806 0.3 0.0 -0.5 0.202
H 0.212 1.646 1.565 0.1 -0.2 0.3 0.275
H -1.329 1.029 2.166 -0.2 0.2 0.1 0.284
H -2.132 1.301 -0.253 0.1 -0.1 -0.4 0.148
H -0.648 2.281 -0.521 0.2 -0.2 -0.2 0.102
H 1.369 0.140 -0.292 0.0 0.1 0.2 0.228
H 0.026 -0.375 -1.261 -0.4 0.1 0.1 0.225
H 1.641 -2.288 -1.145 -0.1 0.2 0.5 0.395
H 2.126 -1.973 -2.610 0.3 0.0 -0.6 0.189
O 2.426 -2.765 -2.153 -0.1 0.2 0.0 -1.046
```
Forces are in eV/Å.

=====

No. 12
C4H10O3 | ωB97M-V/def2-TZVPD

- ΔE to the lowest compared entry with this formula, charge and spin (eV) = 5.580
- F_max (eV Å⁻¹) = 0.37
- DFT total energy (eV) = -10447.664
- orbital gap (eV) = 8.34

Structure (XYZ):
```
17
Properties=species:S:1:pos:R:3:forces:R:3:mulliken_charge:R:1
C -2.517 -0.885 -0.786 -0.2 -0.1 -0.2 -0.701
O -1.499 -0.491 0.137 0.2 0.1 0.0 -0.135
C -0.514 0.227 -0.298 -0.1 0.0 0.3 -0.646
C 0.570 0.502 0.686 0.0 0.0 -0.2 0.819
O 0.895 -0.552 1.407 0.0 0.0 0.1 -0.807
C 1.795 1.322 0.180 -0.2 0.3 0.0 -0.504
O 2.887 0.466 0.028 0.0 -0.2 0.1 -0.513
H -3.104 -1.639 -0.263 0.0 0.1 -0.1 0.265
H -2.047 -1.330 -1.667 -0.1 0.1 0.1 0.345
H -3.143 -0.032 -1.061 0.1 -0.1 0.0 0.324
H 0.517 -1.371 -0.811 0.2 -0.1 0.0 0.050
H -0.696 0.828 -1.203 0.1 -0.2 0.1 0.374
H -0.080 1.255 1.234 0.0 0.1 0.1 0.154
H 0.760 -1.452 -0.049 0.1 0.1 -0.1 0.061
H 1.997 2.094 0.941 0.0 -0.1 -0.2 0.255
H 1.613 1.841 -0.773 -0.1 -0.1 0.1 0.305
H 2.718 -0.221 0.703 0.0 0.0 -0.1 0.352
```
Forces are in eV/Å.

=====

Number 9 is which compound? C4H10O2Si